# 1
97
Properties=species:S:1:pos:R:3 method="wB97M-V/def2-TZVPD" total_charge=+4 homo_lumo_gap_ev="4.20 / 4.19" fmax_ev_per_a=1.36
Ti -0.537 -1.346 0.609
C -0.659 -1.617 4.525
C -1.726 -1.991 3.568
N -1.592 -2.109 2.254
C -2.740 -2.650 1.672
C -3.768 -2.828 2.532
S -3.292 -2.412 4.122
C -2.515 -3.269 0.372
C -3.309 -4.098 -0.350
S -2.362 -5.025 -1.433
C -0.932 -4.245 -0.901
N -1.167 -3.318 0.010
C 0.413 -4.662 -1.380
H -0.469 -2.455 5.201
H 0.262 -1.381 4.004
H -0.972 -0.779 5.151
H -4.747 -3.237 2.330
H -4.374 -4.254 -0.267
H 0.514 -5.743 -1.274
H 1.195 -4.186 -0.794
H 0.550 -4.438 -2.440
C 4.479 2.356 0.395
C 4.031 1.113 1.054
N 4.685 0.436 1.938
N 3.910 -0.624 2.246
C 2.763 -0.643 1.577
S 1.583 -1.877 1.696
N 2.818 0.463 0.799
N 1.829 0.824 -0.107
H 5.482 2.581 0.754
H 3.833 3.199 0.648
H 4.522 2.250 -0.690
H 4.245 -1.310 2.913
H 1.548 1.784 0.082
H 2.231 0.811 -1.043
C -5.185 2.556 0.871
C -4.807 1.084 0.644
C -3.470 0.929 0.013
N -2.569 0.054 0.307
N -1.434 0.151 -0.458
C -1.475 1.135 -1.351
N -0.493 1.448 -2.200
S -2.960 2.014 -1.265
H -6.121 2.606 1.423
H -5.336 3.072 -0.078
H -4.430 3.101 1.439
H -5.557 0.648 -0.024
H -4.833 0.513 1.571
H 0.220 0.767 -2.425
H -0.666 2.148 -2.909
C 0.957 4.011 -5.293
C 1.756 2.742 -5.248
C 2.067 2.049 -6.420
C 2.816 0.889 -6.394
C 3.283 0.367 -5.187
N 4.044 -0.820 -5.243
C 4.467 -1.689 -4.280
O 5.399 -2.434 -4.394
N 3.720 -1.702 -3.059
C 2.368 -1.710 -2.898
C 1.463 -1.774 -3.970
C 0.110 -1.771 -3.701
C -0.336 -1.669 -2.394
N 0.512 -1.565 -1.351
C 1.826 -1.622 -1.610
C 3.014 1.071 -4.011
C 2.260 2.237 -4.052
H 0.414 4.100 -6.232
H 1.621 4.876 -5.224
H 0.250 4.080 -4.465
H 1.723 2.444 -7.367
H 3.053 0.375 -7.318
H 4.510 -0.994 -6.123
H 4.287 -2.087 -2.316
H 1.821 -1.877 -4.986
H -0.609 -1.863 -4.504
H -1.397 -1.679 -2.186
H 2.500 -1.619 -0.765
H 3.465 0.755 -3.079
H 2.108 2.810 -3.139
C 0.155 1.680 4.409
Te -0.618 1.263 2.420
C -2.531 1.242 3.406
C -2.296 1.399 4.884
C -3.376 1.368 5.762
C -3.168 1.572 7.116
C -1.883 1.793 7.597
C -0.804 1.807 6.728
C -1.008 1.620 5.363
H 0.589 2.680 4.376
H 0.947 0.981 4.679
H -3.054 0.321 3.153
H -3.117 2.081 3.029
H -4.379 1.206 5.385
H -4.006 1.568 7.801
H -1.726 1.961 8.654
H 0.194 1.981 7.113

***

# 2
22
Properties=species:S:1:pos:R:3 method="wB97M-V/def2-TZVPD" total_charge=+2 homo_lumo_gap_ev=3.86 fmax_ev_per_a=3.45
I -1.421 1.634 2.283
I 1.643 1.073 2.465
Ga -0.049 -0.887 -1.814
P 0.397 1.448 -1.856
C 0.652 3.101 -1.058
C 1.893 1.346 -2.917
H -1.292 0.943 -3.546
H -0.470 2.500 -3.894
H -1.719 2.380 -2.607
C -0.888 1.863 -3.103
H 1.992 0.337 -3.337
H 1.842 2.077 -3.735
H 0.843 3.873 -1.814
H 1.498 3.075 -0.369
H 2.786 1.532 -2.309
H -0.230 3.393 -0.483
C 0.271 2.577 3.235
O 0.426 3.575 3.862
Cl -0.245 -2.730 -2.971
O -0.407 -2.140 0.249
H 0.133 -2.947 0.205
H -1.322 -2.390 0.493

***

# 3
10
Properties=species:S:1:pos:R:3 method="wB97M-V/def2-TZVPD" de_lowest_ev=0.8312 smiles="O=CNP(O)O" homo_lumo_gap_ev=10.46 fmax_ev_per_a=2.65
O 0.627 -0.927 0.684
C 1.198 -0.268 -0.147
N 0.502 0.735 -0.712
P -1.242 0.667 -0.375
O -1.220 0.822 1.278
O -1.409 -0.949 -0.631
H 2.272 -0.559 -0.468
H 0.974 1.541 -1.142
H -1.191 0.049 1.800
H -0.512 -1.110 -0.288

***

# 4
16
Properties=species:S:1:pos:R:3 method="wB97M-V/def2-TZVPD" de_lowest_ev=1.5371 smiles="CC=O.CCO" homo_lumo_gap_ev=10.92 fmax_ev_per_a=1.56
C 1.562 -3.018 1.476
C 0.547 -4.026 1.914
O -0.571 -4.104 1.501
H 2.406 -2.922 2.166
H 1.986 -3.207 0.483
H 1.246 -1.978 1.431
H 0.917 -4.679 2.731
C -0.524 2.194 -0.487
C -1.274 2.881 -1.593
O -0.589 2.960 -2.838
H -1.053 2.337 0.455
H 0.480 2.588 -0.330
H -0.336 1.129 -0.609
H -2.178 2.286 -1.758
H -1.632 3.848 -1.255
H -0.989 3.710 -3.289

***

# 5
26
Properties=species:S:1:pos:R:3 method="wB97M-V/def2-TZVPD" de_lowest_ev=1.3791 smiles=C.O.O.O.O.O.O.O homo_lumo_gap_ev=11.22 fmax_ev_per_a=1.45
C 2.150 2.910 0.848
H 3.126 2.911 0.365
H 1.390 3.518 0.359
H 2.222 3.133 1.903
H 1.820 1.895 0.597
O 0.270 -1.054 0.741
H -0.524 -1.530 0.506
H 0.042 -0.165 1.006
O 2.976 -1.793 -1.304
H 3.455 -2.570 -0.973
H 2.441 -1.311 -0.659
O -0.582 2.175 1.961
H -0.991 1.447 2.412
H -0.854 3.016 2.339
O -0.683 1.108 -1.791
H 0.264 1.052 -1.650
H -0.950 2.002 -1.601
O -1.919 -3.081 0.763
H -1.493 -3.412 1.552
H -1.668 -3.604 0.008
O -1.077 -2.111 -2.036
H -0.614 -1.319 -1.704
H -0.786 -2.229 -2.946
O -2.753 0.006 -0.090
H -2.905 -0.831 0.348
H -2.359 -0.164 -0.954

***

# 6
145
Properties=species:S:1:pos:R:3 method="wB97M-V/def2-TZVPD" total_charge=-1 de_lowest_ev=6.1169 homo_lumo_gap_ev=4.47 fmax_ev_per_a=8.78
C -5.469 -1.393 -1.118
C -4.011 -1.099 -0.856
Nb -2.270 -2.480 -1.387
C -1.822 -3.008 0.789
C -0.667 -2.022 1.489
C -1.517 -0.755 2.136
C -0.643 0.622 2.306
S -1.910 1.996 2.704
O -3.357 1.389 2.837
O -1.596 2.583 4.134
Cl -1.911 3.479 1.228
P -2.658 -1.795 -3.864
N -1.168 -0.820 -4.235
O -2.699 -3.217 -4.881
H -6.289 -0.682 -0.626
H -5.865 -2.238 -1.824
H -3.786 -0.051 -0.369
H -3.482 -3.840 -1.500
H -1.008 -3.656 -1.934
H -1.076 -1.113 -1.275
H -1.401 -4.113 0.916
H -2.780 -2.891 1.459
H -0.032 -2.615 2.298
H 0.132 -1.665 0.677
H -1.936 -1.041 3.204
H -2.391 -0.531 1.355
H 0.042 0.564 3.270
H -0.011 0.867 1.347
H -1.409 0.137 -3.858
H -0.450 -1.235 -3.570
H -3.678 -3.373 -5.072
C 1.606 -1.791 -6.021
O 2.777 -1.335 -5.368
H 1.196 -2.637 -5.465
H 0.868 -0.985 -6.052
H 1.855 -2.110 -7.036
H 3.118 -0.584 -5.883
C 1.441 -1.277 5.232
O 2.143 -1.482 4.019
H 0.883 -0.341 5.165
H 0.745 -2.104 5.396
H 2.153 -1.216 6.059
H 2.629 -2.320 4.108
C 0.612 -5.909 -6.336
O 0.644 -4.627 -6.935
H 1.574 -6.101 -5.856
H -0.181 -5.941 -5.584
H 0.432 -6.666 -7.103
H -0.223 -4.485 -7.353
C 0.222 0.129 -9.145
O 1.393 0.585 -8.492
H -0.188 -0.717 -8.590
H -0.516 0.934 -9.176
H 0.471 -0.191 -10.160
H 1.734 1.335 -9.008
C -3.308 2.128 -2.959
O -2.084 2.156 -2.247
H -3.134 1.698 -3.948
H -4.031 1.512 -2.418
H -3.690 3.146 -3.068
H -2.270 2.542 -1.374
C 2.650 2.286 6.119
O 1.285 2.512 6.418
H 3.157 1.931 7.019
H 2.732 1.528 5.335
H 3.111 3.219 5.787
H 0.861 2.825 5.600
C 4.905 -2.503 6.970
O 3.627 -2.748 6.413
H 4.924 -1.492 7.385
H 5.102 -3.224 7.767
H 5.666 -2.589 6.191
H 3.641 -3.652 6.054
C 3.752 3.513 -7.818
O 2.742 3.993 -8.687
H 3.775 2.422 -7.869
H 4.721 3.911 -8.130
H 3.531 3.824 -6.794
H 2.745 4.963 -8.621
C -9.823 -0.586 -1.333
O -8.599 -0.558 -0.621
H -9.649 -1.016 -2.322
H -10.546 -1.202 -0.793
H -10.205 0.432 -1.442
H -8.785 -0.172 0.252
C -0.480 7.183 1.265
O 0.168 6.143 1.973
H -0.076 8.143 1.594
H -0.301 7.062 0.193
H -1.553 7.152 1.471
H -0.211 5.304 1.660
C -5.223 -3.451 3.981
O -3.859 -3.639 3.651
H -5.831 -3.622 3.089
H -5.512 -4.163 4.758
H -5.376 -2.428 4.333
H -3.345 -3.480 4.461
C 7.423 -4.418 4.551
O 6.058 -4.192 4.850
H 7.930 -4.773 5.451
H 7.505 -5.176 3.767
H 7.884 -3.485 4.219
H 5.635 -3.879 4.032
C 9.245 -7.648 3.940
O 8.417 -7.331 5.043
H 9.938 -6.821 3.767
H 9.812 -8.556 4.157
H 8.627 -7.795 3.050
H 7.813 -8.082 5.172
C 1.103 10.614 3.405
O 1.751 9.574 4.113
H 1.507 11.574 3.734
H 1.282 10.494 2.334
H 0.030 10.583 3.612
H 1.372 8.735 3.801
C -0.828 -3.853 7.547
O -1.838 -3.374 6.678
H -0.805 -4.944 7.496
H 0.141 -3.456 7.236
H -1.050 -3.543 8.571
H -1.835 -2.403 6.745
C -6.484 -5.239 0.631
O -5.121 -5.426 0.301
H -7.093 -5.410 -0.260
H -6.773 -5.951 1.408
H -6.638 -4.216 0.983
H -4.606 -5.268 1.111
C 4.403 7.360 4.856
O 4.756 6.294 3.994
H 5.313 7.797 5.273
H 3.862 8.123 4.290
H 3.777 6.982 5.668
H 3.928 5.927 3.639
C -2.172 7.070 -2.398
O -1.523 6.030 -1.689
H -1.768 8.030 -2.069
H -1.993 6.950 -3.469
H -3.245 7.039 -2.191
H -1.902 5.191 -2.002
C 1.560 2.214 -12.096
O 2.783 2.242 -11.384
H 1.734 1.784 -13.085
H 0.837 1.597 -11.556
H 1.177 3.231 -12.205
H 2.597 2.627 -10.511

***

# 7
11
Properties=species:S:1:pos:R:3 method="wB97M-V/def2-TZVPD" de_lowest_ev=2.8472 smiles="C=CN.S" homo_lumo_gap_ev=8.84 fmax_ev_per_a=4.55
C 1.892 2.005 0.560
C 2.537 1.122 -0.207
N 2.046 -0.242 -0.554
H 2.653 2.417 1.297
H 0.892 2.122 0.880
H 3.145 1.538 -1.049
H 1.687 -0.687 0.293
H 2.796 -0.711 -1.036
S -5.264 -2.504 0.328
H -6.553 -3.012 0.412
H -5.830 -2.046 -0.924

***

# 8
89
Properties=species:S:1:pos:R:3 method="wB97M-V/def2-TZVPD" total_charge=-1 homo_lumo_gap_ev=6.85 fmax_ev_per_a=4.82
C -5.799 6.509 2.968
C -5.687 5.267 1.998
O -6.647 4.518 1.995
N -4.500 5.049 1.224
C -4.756 4.205 0.024
C -3.410 3.718 -0.658
C -3.482 2.190 -1.133
C -3.895 2.183 -2.658
S -2.473 1.970 -3.821
O -2.230 3.320 -4.380
O -3.011 1.146 -4.930
N -1.175 1.298 -3.030
S 0.165 1.122 -4.015
O -0.102 0.399 -5.266
O 0.667 2.466 -4.390
C 1.514 0.377 -3.015
C 2.201 -0.855 -3.661
C 2.585 -0.986 -5.051
C 3.273 -2.160 -5.600
C 3.606 -3.270 -4.716
C 4.374 -4.516 -5.258
C 3.185 -3.158 -3.315
C 2.502 -1.995 -2.770
H -6.883 6.711 3.144
H -5.355 7.435 2.521
H -5.351 6.263 3.968
H -3.765 4.615 1.787
H -5.368 3.292 0.235
H -5.310 4.859 -0.705
H -3.205 4.304 -1.595
H -2.556 3.770 0.068
H -2.532 1.645 -0.917
H -4.306 1.645 -0.584
H -4.400 3.145 -2.945
H -4.661 1.385 -2.862
H 2.312 1.161 -2.885
H 1.184 0.127 -1.969
H 2.346 -0.151 -5.746
H 3.520 -2.147 -6.683
H 4.557 -5.208 -4.387
H 3.800 -5.048 -6.055
H 5.379 -4.212 -5.664
H 3.421 -4.037 -2.663
H 2.227 -1.994 -1.695
C 5.083 -5.477 1.426
C 5.336 -5.283 -0.059
O 5.228 -3.933 -0.479
C 6.146 -3.020 0.098
C 7.597 -3.338 -0.222
H 4.145 -5.002 1.723
H 5.036 -6.540 1.669
H 5.879 -5.033 2.027
H 4.579 -5.836 -0.620
H 6.307 -5.698 -0.352
H 5.987 -2.950 1.180
H 5.901 -2.041 -0.317
H 7.921 -4.259 0.268
H 8.248 -2.531 0.120
H 7.733 -3.474 -1.297
C -11.968 8.306 2.022
C -11.461 8.562 0.613
O -10.060 8.767 0.546
C -9.248 7.679 0.964
C -9.429 6.429 0.121
H -11.609 9.077 2.708
H -13.060 8.299 2.038
H -11.623 7.343 2.402
H -11.920 9.477 0.234
H -11.763 7.758 -0.067
H -9.412 7.465 2.025
H -8.215 8.020 0.871
H -10.417 5.987 0.270
H -8.683 5.678 0.390
H -9.331 6.663 -0.941
C 8.373 -8.886 4.733
C 8.419 -7.530 4.049
O 7.153 -6.899 3.960
C 6.518 -6.588 5.190
C 7.302 -5.608 6.045
H 7.602 -9.517 4.286
H 9.338 -9.389 4.648
H 8.141 -8.789 5.796
H 8.763 -7.666 3.022
H 9.144 -6.867 4.535
H 6.293 -7.504 5.746
H 5.558 -6.137 4.929
H 8.224 -6.056 6.423
H 6.708 -5.291 6.904
H 7.582 -4.727 5.462